No. 1
The following is a DFT calculation (wB97M-V/def2-TZVPD) of a single C3H5NO2 molecule.

Element x y z (Å)
H1 2.310885 0.921670 1.048048
N1 1.558459 0.238391 0.951111
C1 1.321566 0.050998 -0.272904
O1 0.361978 -0.797694 -0.724730
C2 -0.824819 -0.824833 0.033097
C3 -1.475430 0.542741 -0.075429
O2 -0.874776 1.523512 -0.432305
H2 1.819862 0.513475 -1.129875
H3 -0.659923 -1.081070 1.090610
H4 -1.480077 -1.586685 -0.407664
H5 -2.554362 0.597587 0.164628

Atomic forces in eV per Å
H -0.168 -0.205 0.048
N 0.011 0.095 -0.411
C 0.224 0.058 0.096
O 0.136 -0.014 0.029
C -0.114 0.018 0.003
C -0.040 0.305 -0.035
O -0.393 -0.349 0.010
H 0.131 -0.161 0.215
H 0.000 0.120 -0.185
H 0.159 0.178 0.063
H 0.053 -0.047 0.168

Its SMILES is [H]/N=C/OCC=O. The spin multiplicity is 1. Its strongest force on any atom is 0.5 eV/A. The value obtained for the HOMO energy is -9.79 eV. The energy above the lowest of the compared OMol25 structures with the same formula, charge and spin is 41.2 kcal per mole.

No. 2
The following is a DFT calculation (wB97M-V/def2-TZVPD) of a single C3H5NO2 molecule at a distorted geometry.

Element x y z (Å)
N1 2.629787 -0.309459 -0.121438
C1 1.532191 -0.034684 -0.048711
C2 0.144379 0.651051 0.381591
O1 -0.087595 1.893696 0.008093
C3 -0.822250 -0.339870 -0.288072
O2 -0.237002 -1.728461 0.040407
H1 0.336592 0.688538 1.427008
H2 -0.158949 1.677534 -0.978325
H3 -0.798330 -0.286520 -1.365388
H4 -1.834684 -0.298141 0.097783
H5 -0.704142 -1.913688 0.847052

Atomic forces in eV per Å
N 1.907 -0.734 -0.447
C -2.383 2.518 0.847
C 2.113 -4.133 -0.417
O -0.124 1.559 -4.001
C 1.183 -2.812 2.235
O -1.491 2.415 -1.014
H -0.860 -0.747 1.234
H -0.125 2.068 1.326
H 0.059 0.358 -0.317
H -0.177 0.157 -0.102
H -0.102 -0.649 0.655

Its SMILES is N#C[C@@H](O)CO. The spin multiplicity is 1. Its strongest force on any atom is 4.7 eV/A. The value obtained for the HOMO energy is -11.10 eV. The energy above the lowest of the compared OMol25 structures with the same formula, charge and spin is 67.5 kcal per mole.